{
  "formula": "C3H8NO",
  "method": "ωB97M-V/def2-TZVPD",
  "elements": ["H", "O", "H", "H", "H", "C", "H", "C", "H", "H", "N", "C", "H"],
  "positions_angstrom": [[-1.52, 1.32, 2.04], [-0.40, 0.00, 3.19], [1.14, 0.42, 0.08], [-0.48, -1.86, -2.13], [-0.90, -0.32, 1.30], [1.47, 0.37, -0.97], [2.41, 0.92, -1.09], [-0.36, -0.89, -1.62], [-0.51, -1.16, -0.56], [0.14, 1.21, 1.63], [0.89, -0.26, -1.89], [-0.68, 0.53, 1.97], [-1.21, -0.29, -1.95]],
  "lowdin_charge": [0.036, -0.487, 0.047, 0.061, 0.015, -0.076, 0.055, -0.179, 0.054, 0.014, -0.101, -0.513, 0.076],
  "homo_lumo_gap_ha": 0.214,
  "total_charge": -1,
  "e_homo_ev": -1.8,
  "multiplicity": 1
}